# C2HBrIN

C2HBrIN as an isolated structure in a non-equilibrium geometry (wB97M-V/def2-TZVPD, the Open Molecules 2025 dataset).

Values from the calculation:
* energy relative to the best compared isomer or geometry (same formula, charge and spin): 229.44 kJ/mol
* HOMO-LUMO gap: 8.954 eV
* E: -81719.898 eV
* molecular weight: 245.84 g mol⁻¹
* E_HOMO: -10.05 eV

```
6
C2HBrIN | the Open Molecules 2025 dataset | wB97M-V/def2-TZVPD
C -0.1401 -1.6333 1.2160
C 0.4135 -1.2581 -0.0227
N -0.5982 -1.9871 2.2046
Br 2.3140 -1.3667 -0.1098
I -0.6148 -2.1216 -1.6829
H 0.0138 0.4275 -0.2281
```

Listed below, in e, are the natural (NBO) charges computed for each atom: atom 1 (C): 0.1409, atom 2 (C): -0.5776, atom 3 (N): -0.2338, atom 4 (Br): 0.1566, atom 5 (I): 0.2534, atom 6 (H): 0.2605

# C29H41BrF5IN2O2S2

One molecule with the formula C29H41BrF5IN2O2S2 in a non-equilibrium geometry (wB97M-V/def2-TZVPD, the Open Molecules 2025 dataset).

Values from the calculation:
* HOMO-LUMO gap: 8.384 eV
* E: -151214.279 eV
* molecular weight: 815.59 g mol⁻¹
* E_HOMO: -8.54 eV
* SMILES string: CCCCN(CCCC[C@]1(Br)[C@@](CCCC(F)(F)C(F)(F)F)(CCc2ccccc2)C(=O)N[C@]1(O)I)C(=S)SCCC

```
83
C29H41BrF5IN2O2S2 | the Open Molecules 2025 dataset | wB97M-V/def2-TZVPD
C 2.1968 -3.5787 1.9824
C 3.4113 -4.2644 1.3199
C 3.1179 -4.7555 -0.1186
C 3.8328 -4.0230 -1.2598
N 3.4563 -2.6267 -1.5726
C 2.0281 -2.3288 -1.4996
C 1.6574 -1.2927 -2.5891
C 1.0580 0.0007 -2.0216
C -0.4068 -0.1238 -1.5658
C -0.7640 0.4912 -0.2120
Br -0.2655 -0.8476 1.1693
C -2.2538 0.8999 -0.0762
C -2.8045 1.9128 -1.1246
C -3.0600 3.3628 -0.6830
C -4.3887 3.5426 0.0824
C -4.3118 4.6473 1.1180
F -5.3420 4.4729 1.9910
F -3.1809 4.5917 1.8471
C -4.4841 6.0796 0.5271
F -3.7704 6.9581 1.2620
F -5.7534 6.4712 0.5763
F -4.0320 6.1540 -0.7306
C -3.0769 -0.4002 -0.2802
C -4.4386 -0.4584 0.4438
C -4.3645 -1.1090 1.8012
C -4.9414 -0.5000 2.8852
C -4.8728 -1.0375 4.1393
C -4.2095 -2.2222 4.3156
C -3.6545 -2.8737 3.2569
C -3.7395 -2.3089 2.0131
C -2.1834 1.5494 1.3002
O -3.0032 1.6133 2.1907
N -0.9110 2.2133 1.3650
C -0.0249 1.8380 0.2695
O 1.1946 1.5285 0.9228
I 0.3817 3.3560 -1.1976
C 4.2517 -1.6534 -0.9616
S 3.9526 -0.8332 0.4163
S 5.7149 -1.3047 -1.8987
C 6.2507 0.3084 -1.2861
C 7.4528 0.8123 -2.1001
C 7.0759 1.8887 -3.1074
H 2.4472 -2.6099 2.4052
H 1.8301 -4.2038 2.7945
H 1.3599 -3.4579 1.2995
H 3.5995 -5.1567 1.9137
H 4.3161 -3.6671 1.3780
H 2.0435 -4.8389 -0.2603
H 3.4987 -5.7769 -0.1670
H 4.9034 -4.1060 -1.0846
H 3.6281 -4.5988 -2.1651
H 1.4689 -3.2305 -1.7348
H 1.6895 -2.0049 -0.5169
H 0.9543 -1.7339 -3.2944
H 2.5679 -1.0185 -3.1137
H 1.7315 0.3726 -1.2541
H 1.0821 0.7334 -2.8280
H -0.6296 -1.1869 -1.4977
H -1.0841 0.2550 -2.3285
H -2.1141 1.9522 -1.9654
H -3.7437 1.5567 -1.5371
H -2.2368 3.8244 -0.1549
H -3.1734 3.9361 -1.6017
H -4.6203 2.6502 0.6544
H -5.1818 3.7872 -0.6182
H -2.5319 -1.3018 -0.0276
H -3.2873 -0.4657 -1.3467
H -5.0752 -1.1127 -0.1580
H -4.9500 0.4992 0.4916
H -5.4279 0.4477 2.7018
H -5.3255 -0.4876 4.9487
H -4.1423 -2.6189 5.3190
H -3.1364 -3.8151 3.3516
H -3.3010 -2.8135 1.1614
H -1.0611 3.2079 1.4889
H 1.9408 1.8749 0.4194
H 5.4488 1.0415 -1.2894
H 6.5822 0.1534 -0.2654
H 7.9920 -0.0108 -2.5669
H 8.1390 1.2595 -1.3833
H 6.6517 2.7342 -2.5699
H 7.9538 2.2580 -3.6343
H 6.3977 1.5222 -3.8737
```

Listed below, in e, are the Mulliken charges computed for each atom: atom 1 (C): -0.8745, atom 2 (C): -0.4304, atom 3 (C): -0.8039, atom 4 (C): -0.9314, atom 5 (N): 0.1362, atom 6 (C): -0.2519, atom 7 (C): -1.6796, atom 8 (C): -0.5498, atom 9 (C): -0.4602, atom 10 (C): 0.1688, atom 11 (Br): 0.0611, atom 12 (C): 3.9018, atom 13 (C): -1.2279, atom 14 (C): -1.1550, atom 15 (C): -0.2339, atom 16 (C): 0.6275, atom 17 (F): -0.3377, atom 18 (F): -0.2961, atom 19 (C): 0.6580, atom 20 (F): -0.2742, atom 21 (F): -0.2614, atom 22 (F): -0.2469, atom 23 (C): -1.6002, atom 24 (C): -0.8515, atom 25 (C): 0.2245, atom 26 (C): -0.0388, atom 27 (C): -0.8924, atom 28 (C): -0.3026, atom 29 (C): -0.9142, atom 30 (C): -0.0187, atom 31 (C): -1.5280, atom 32 (O): -0.4584, atom 33 (N): 0.0439, atom 34 (C): -1.0586, atom 35 (O): -0.4493, atom 36 (I): 0.0926, atom 37 (C): 0.1738, atom 38 (S): -0.2680, atom 39 (S): -0.1753, atom 40 (C): -0.5181, atom 41 (C): -0.5487, atom 42 (C): -1.1764, atom 43 (H): 0.1738, atom 44 (H): 0.4900, atom 45 (H): 0.0648, atom 46 (H): 0.3536, atom 47 (H): 0.3566, atom 48 (H): 0.3906, atom 49 (H): 0.4536, atom 50 (H): 0.4425, atom 51 (H): 0.3408, atom 52 (H): 0.5420, atom 53 (H): -0.0648, atom 54 (H): 0.4270, atom 55 (H): 0.4715, atom 56 (H): -0.0059, atom 57 (H): 0.5144, atom 58 (H): 0.2847, atom 59 (H): 0.5923, atom 60 (H): 0.3166, atom 61 (H): 0.4300, atom 62 (H): 0.2713, atom 63 (H): 0.6668, atom 64 (H): -0.4436, atom 65 (H): 0.6010, atom 66 (H): 0.3693, atom 67 (H): 0.5536, atom 68 (H): 0.4799, atom 69 (H): 0.2705, atom 70 (H): 0.3128, atom 71 (H): 0.3979, atom 72 (H): 0.3643, atom 73 (H): 0.4223, atom 74 (H): 0.4406, atom 75 (H): 0.5318, atom 76 (H): 0.4764, atom 77 (H): 0.3590, atom 78 (H): 0.4039, atom 79 (H): 0.4005, atom 80 (H): 0.2873, atom 81 (H): 0.3267, atom 82 (H): 0.3837, atom 83 (H): 0.2754

# C3H4NO3

An isolated ion of composition C3H4NO3 and charge +1 in a non-equilibrium geometry (wB97M-V/def2-TZVPD, the Open Molecules 2025 dataset).

Values from the calculation:
* energy relative to the best compared isomer or geometry (same formula, charge and spin): 539.16 kJ/mol
* HOMO-LUMO gap (alpha / beta): 7.199 / 7.186 eV
* E: -10794.457 eV
* molecular weight: 102.07 g mol⁻¹
* E_HOMO (alpha / beta): -14.38 / -14.38 eV
* net charge: +1
* SMILES string: C[N+](=O)OC=C=O

```
11
C3H4NO3 | the Open Molecules 2025 dataset | wB97M-V/def2-TZVPD
C -0.8052 -0.7153 -1.6327
N -0.3813 -0.7600 -0.2485
O -0.8275 -1.5446 0.5709
O 0.4201 0.3827 -0.0522
C 1.0966 1.0592 0.9728
C 0.8734 0.9521 2.2494
O 0.7057 0.9417 3.3676
H -1.7483 -0.1122 -1.7661
H -1.1869 -1.7001 -1.8173
H 0.0119 -0.3313 -2.2147
H 1.8417 1.8278 0.5709
```

Listed below, in e, are the natural (NBO) charges computed for each atom: atom 1 (C): -0.4797, atom 2 (N): 0.5311, atom 3 (O): -0.1357, atom 4 (O): -0.2592, atom 5 (C): -0.2332, atom 6 (C): 0.7077, atom 7 (O): -0.2850, atom 8 (H): 0.2946, atom 9 (H): 0.2746, atom 10 (H): 0.2757, atom 11 (H): 0.3091

# C12H30ClN2O4

A 3-piece molecular cluster, C12H30ClN2O4 overall in a non-equilibrium geometry (wB97M-V/def2-TZVPD, the Open Molecules 2025 dataset).

Values from the calculation:
* energy relative to the best compared isomer or geometry (same formula, charge and spin): 204.64 kJ/mol
* HOMO-LUMO gap: 6.057 eV
* E: -36620.965 eV
* molecular weight: 301.83 g mol⁻¹
* E_HOMO: -3.37 eV
* net charge: -1

```
49
C12H30ClN2O4 | the Open Molecules 2025 dataset | wB97M-V/def2-TZVPD
Cl 2.3523 0.1279 -2.9212
C -1.0068 1.1201 -6.4860
O -1.8096 1.4285 -5.3623
C -2.9018 0.4458 -5.1011
C -3.2615 0.3030 -3.6080
N -3.7239 1.5185 -3.0266
C -4.4665 1.1984 -1.8293
C -5.2652 2.4057 -1.2908
O -4.4873 3.2313 -0.4309
C -5.0939 4.1590 0.4257
H -1.5404 0.9765 -7.4255
H -0.5111 0.1657 -6.3083
H -0.2952 1.9372 -6.6045
H -2.5923 -0.5605 -5.3837
H -3.8139 0.6865 -5.6471
H -2.3898 0.0612 -2.9998
H -3.9437 -0.5471 -3.6090
H -4.3124 2.0934 -3.6125
H -3.8024 0.7938 -1.0656
H -5.2248 0.4796 -2.1399
H -6.0995 1.9736 -0.7381
H -5.7953 2.9003 -2.1047
H -4.2907 4.7689 0.8393
H -5.7189 3.7062 1.1954
H -5.6988 4.7796 -0.2354
C 5.7864 1.9620 3.6271
O 5.0389 0.7873 3.2790
C 5.7894 -0.2977 2.7891
C 4.7943 -1.3676 2.2229
N 4.0500 -2.1179 3.2173
C 3.1505 -3.1214 2.6222
C 2.2731 -3.9511 3.5445
O 1.2732 -3.1204 4.1011
C -0.0337 -3.6542 3.8358
H 5.1677 2.7394 4.0754
H 6.2884 2.3920 2.7604
H 6.4890 1.6211 4.3875
H 6.4265 -0.7386 3.5558
H 6.3752 0.0450 1.9361
H 5.4528 -2.0473 1.6821
H 4.2641 -0.8280 1.4382
H 3.4857 -1.4702 3.7485
H 3.7013 -3.8271 2.0004
H 2.3481 -2.6461 2.0579
H 2.8809 -4.4457 4.3022
H 1.8678 -4.7438 2.9157
H -0.1972 -3.7729 2.7647
H -0.7507 -2.9520 4.2610
H -0.2287 -4.5980 4.3450
```

Listed below, in e, are the natural (NBO) charges computed for each atom: atom 1 (Cl): -0.9996, atom 2 (C): -0.2393, atom 3 (O): -0.5383, atom 4 (C): -0.0614, atom 5 (C): -0.2371, atom 6 (N): -0.5984, atom 7 (C): -0.2209, atom 8 (C): -0.0580, atom 9 (O): -0.5431, atom 10 (C): -0.2339, atom 11 (H): 0.1390, atom 12 (H): 0.1784, atom 13 (H): 0.1986, atom 14 (H): 0.1742, atom 15 (H): 0.1523, atom 16 (H): 0.2224, atom 17 (H): 0.1470, atom 18 (H): 0.3416, atom 19 (H): 0.2103, atom 20 (H): 0.1481, atom 21 (H): 0.1529, atom 22 (H): 0.1533, atom 23 (H): 0.1963, atom 24 (H): 0.1584, atom 25 (H): 0.1571, atom 26 (C): -0.2430, atom 27 (O): -0.5559, atom 28 (C): -0.0568, atom 29 (C): -0.2304, atom 30 (N): -0.6344, atom 31 (C): -0.2327, atom 32 (C): -0.0689, atom 33 (O): -0.5468, atom 34 (C): -0.2486, atom 35 (H): 0.1895, atom 36 (H): 0.1701, atom 37 (H): 0.1598, atom 38 (H): 0.1570, atom 39 (H): 0.1655, atom 40 (H): 0.1812, atom 41 (H): 0.1996, atom 42 (H): 0.3646, atom 43 (H): 0.1879, atom 44 (H): 0.1812, atom 45 (H): 0.1685, atom 46 (H): 0.1688, atom 47 (H): 0.1748, atom 48 (H): 0.1896, atom 49 (H): 0.1597